Record 1
{"formula": "C22H63N9O7", "method": "wB97M-V/def2-TZVPD", "largest_force_ha_per_bohr": 0.0474, "smiles": "COC[C@H](C)N.COC[C@H](C)N.COC[C@H](C)N.COC[C@H](C)N.COC[C@H](C)N.NC(N)=O.NC(N)=O", "homo_ev": -9.131, "gap_ha": 0.3430, "relative_energy_ev": 2.0795, "species": ["C", "O", "C", "C", "C", "N", "H", "H", "H", "H", "H", "H", "H", "H", "H", "H", "H", "C", "O", "C", "C", "C", "N", "H", "H", "H", "H", "H", "H", "H", "H", "H", "H", "H", "C", "O", "C", "C", "C", "N", "H", "H", "H", "H", "H", "H", "H", "H", "H", "H", "H", "C", "O", "C", "C", "C", "N", "H", "H", "H", "H", "H", "H", "H", "H", "H", "H", "H", "C", "O", "C", "C", "C", "N", "H", "H", "H", "H", "H", "H", "H", "H", "H", "H", "H", "N", "C", "N", "O", "H", "H", "H", "H", "N", "C", "N", "O", "H", "H", "H", "H"], "coordinates": [[-2.1783, -2.4053, -3.2531], [-2.3873, -1.1466, -3.8866], [-2.1403, 0.0305, -3.1901], [-2.4890, 1.2642, -4.0271], [-2.5937, 2.5098, -3.1424], [-3.7956, 1.1773, -4.6884], [-2.7174, -3.1765, -3.7925], [-2.5393, -2.3541, -2.2221], [-1.0905, -2.4964, -3.2611], [-2.5995, 0.1590, -2.2013], [-1.0402, 0.0032, -3.0838], [-1.7246, 1.4540, -4.7815], [-1.6404, 2.7156, -2.6480], [-3.3457, 2.3839, -2.3622], [-2.8393, 3.3637, -3.7714], [-3.9428, 0.2641, -5.1148], [-4.5747, 1.1725, -4.0341], [0.6062, -3.2410, -0.7650], [1.1297, -4.5208, -0.9687], [0.5050, -5.3626, -1.9160], [-0.9799, -5.6685, -1.6212], [-1.1173, -6.2827, -0.2178], [-1.4860, -6.6681, -2.5445], [-0.2421, -3.1492, -0.0821], [0.3633, -2.6993, -1.6875], [1.4280, -2.6295, -0.3897], [0.6197, -4.8957, -2.9065], [1.0879, -6.2733, -2.0586], [-1.5852, -4.7627, -1.5723], [-2.1739, -6.5191, -0.0777], [-0.7671, -5.5731, 0.5316], [-0.6034, -7.2282, -0.0323], [-1.1426, -7.5966, -2.3506], [-1.3702, -6.4731, -3.5292], [3.2966, -0.2571, -1.6753], [2.7218, 0.6039, -0.7490], [2.9885, 1.9970, -0.8856], [2.4438, 2.6042, -2.1661], [3.2282, 3.8368, -2.6333], [1.0602, 3.1024, -1.9808], [2.9467, -0.2624, -2.7100], [3.2201, -1.2670, -1.2625], [4.3956, -0.2170, -1.7498], [2.4656, 2.4487, -0.0416], [4.0805, 2.0739, -0.8882], [2.4272, 1.8861, -2.9866], [4.3060, 3.6335, -2.5317], [3.0903, 4.8018, -2.1476], [3.1196, 3.9906, -3.7086], [0.7294, 3.4200, -2.8861], [1.1036, 3.9633, -1.4460], [-1.6567, 4.3032, 1.4503], [-1.5870, 5.1314, 2.5850], [-2.5882, 6.1311, 2.6035], [-2.4490, 7.0762, 3.7959], [-2.7147, 6.3055, 5.0754], [-3.4153, 8.2034, 3.6956], [-0.9192, 3.5094, 1.5125], [-1.5628, 4.9088, 0.5401], [-2.6621, 3.8631, 1.4222], [-2.5310, 6.6300, 1.6273], [-3.5654, 5.6389, 2.7108], [-1.4684, 7.5527, 3.7435], [-2.4191, 6.8844, 5.9537], [-2.1286, 5.3939, 5.2026], [-3.7660, 6.0285, 5.1711], [-4.3132, 7.8557, 4.0217], [-3.5229, 8.3329, 2.6916], [7.0881, -0.6189, 1.5573], [6.4279, -1.8446, 1.8183], [5.0610, -1.6600, 2.0654], [4.3457, -2.9789, 2.3174], [2.8494, -2.8095, 2.5513], [4.9155, -3.7018, 3.4937], [7.2857, -0.1285, 2.5209], [6.4588, 0.0629, 0.9847], [8.1018, -0.7313, 1.1800], [4.9609, -1.1285, 3.0273], [4.5805, -1.0560, 1.2866], [4.4021, -3.5688, 1.3973], [2.1995, -3.6804, 2.6209], [2.3751, -2.2066, 1.7686], [2.6092, -2.2404, 3.4578], [5.9032, -3.6358, 3.2324], [4.8415, -3.0210, 4.2499], [0.5635, -0.2546, 0.9548], [-0.6992, 0.1652, 0.7889], [-0.8538, 1.2502, -0.0084], [-1.6793, -0.3747, 1.3291], [0.7751, -0.8713, 1.7178], [1.2991, 0.1653, 0.4007], [-1.8139, 1.5539, 0.0697], [-0.1411, 1.8488, -0.3853], [-5.5944, -3.6190, 1.7919], [-4.6993, -2.8203, 2.4835], [-3.4641, -2.7383, 1.9166], [-4.9869, -2.2600, 3.5299], [-6.5675, -3.5420, 2.0153], [-5.2808, -3.9334, 0.8938], [-2.9355, -1.9419, 2.2433], [-3.3153, -3.1631, 1.0230]]}

***

Record 2
{"formula": "C22H65N5O8", "method": "wB97M-V/def2-TZVPD", "largest_force_ha_per_bohr": 0.0785, "smiles": "COC[C@H](C)N.COC[C@H](C)N.COC[C@H](C)N.COC[C@H](C)N.COC[C@H](C)N.CCO.O.O", "homo_ev": -8.504, "gap_ha": 0.3280, "relative_energy_ev": 1.9125, "species": ["C", "O", "C", "C", "C", "N", "H", "H", "H", "H", "H", "H", "H", "H", "H", "H", "H", "C", "O", "C", "C", "C", "N", "H", "H", "H", "H", "H", "H", "H", "H", "H", "H", "H", "C", "O", "C", "C", "C", "N", "H", "H", "H", "H", "H", "H", "H", "H", "H", "H", "H", "C", "O", "C", "C", "C", "N", "H", "H", "H", "H", "H", "H", "H", "H", "H", "H", "H", "C", "O", "C", "C", "C", "N", "H", "H", "H", "H", "H", "H", "H", "H", "H", "H", "H", "C", "C", "O", "H", "H", "H", "H", "H", "H", "O", "H", "H", "O", "H", "H"], "coordinates": [[-2.6577, 2.9926, -1.5144], [-3.7745, 2.5166, -0.7963], [-3.6905, 1.2074, -0.3919], [-3.5719, 0.2364, -1.5868], [-4.8516, 0.3341, -2.4782], [-3.4253, -1.1869, -1.1878], [-1.7576, 2.7972, -0.9316], [-2.7039, 3.9783, -1.9775], [-2.6078, 2.4211, -2.4412], [-2.9675, 1.1116, 0.4182], [-4.6325, 1.0204, 0.1236], [-2.6968, 0.4048, -2.2145], [-5.1192, 1.3230, -2.8503], [-5.7367, -0.1203, -2.0329], [-4.8289, -0.2833, -3.3762], [-4.1164, -1.3216, -0.4637], [-3.7052, -1.8421, -1.9036], [4.0075, 0.7580, 3.9625], [2.8333, -0.0829, 3.7394], [3.1915, -1.0785, 2.7743], [1.9218, -1.8033, 2.3078], [1.1490, -2.5623, 3.4388], [2.2287, -2.6558, 1.1641], [4.3311, 1.2882, 3.0668], [4.8168, 0.1808, 4.4098], [3.6400, 1.6281, 4.5065], [3.7346, -0.5942, 1.9627], [3.8799, -1.8765, 3.0524], [1.2314, -1.0338, 1.9623], [1.3219, -3.6367, 3.5018], [0.0894, -2.3883, 3.2517], [1.3393, -2.2343, 4.4606], [1.4845, -3.3084, 0.9633], [2.3446, -2.1640, 0.2895], [3.0926, 2.8345, -5.4678], [2.0291, 1.8981, -5.6551], [1.6059, 1.4788, -4.3151], [0.6746, 0.2504, -4.7243], [-0.5060, 0.5868, -5.5952], [0.2918, -0.4987, -3.4825], [4.0468, 2.3447, -5.2736], [2.8827, 3.5450, -4.6682], [3.3247, 3.3330, -6.4089], [2.3619, 1.2128, -3.5764], [0.9125, 2.1704, -3.8365], [1.2773, -0.4587, -5.2917], [-1.2241, -0.2169, -5.4327], [-0.1857, 0.7976, -6.6155], [-1.0793, 1.4798, -5.3460], [-0.3091, -0.0567, -2.8016], [-0.2328, -1.3134, -3.7673], [1.1901, -5.4474, -0.5018], [-0.0668, -4.8148, -0.2669], [-1.1084, -5.7143, 0.2440], [-2.5031, -4.9862, 0.1823], [-2.4862, -3.5785, 0.7700], [-3.6215, -5.6999, 0.7223], [1.1920, -6.3340, -1.1359], [1.6313, -5.6250, 0.4790], [1.8395, -4.7390, -1.0161], [-1.1603, -6.5934, -0.3984], [-0.7893, -6.0504, 1.2305], [-2.5854, -5.0246, -0.9039], [-2.2227, -3.5569, 1.8274], [-3.3797, -3.0074, 0.5178], [-1.8434, -2.9882, 0.1169], [-4.4361, -5.1061, 0.6588], [-3.7761, -6.5915, 0.2736], [-1.8302, 5.7932, 4.0113], [-1.0411, 4.8017, 3.2839], [-0.2193, 3.9855, 4.1405], [0.4852, 2.8727, 3.3770], [-0.2532, 2.2266, 2.2526], [0.8605, 1.8041, 4.3467], [-1.2633, 6.5650, 4.5320], [-2.3802, 5.2406, 4.7730], [-2.5354, 6.1641, 3.2676], [0.4423, 4.5403, 4.8058], [-0.8586, 3.5539, 4.9106], [1.4465, 3.2678, 3.0485], [-0.1841, 2.8443, 1.3571], [-1.2565, 1.9915, 2.6078], [0.2196, 1.2751, 2.0094], [1.4347, 1.1032, 3.9005], [0.1147, 1.2271, 4.7086], [3.8260, 2.1784, -0.0869], [2.4041, 2.1600, 0.4044], [1.4798, 1.9961, -0.6142], [4.4084, 2.0891, 0.8301], [4.1031, 3.1206, -0.5596], [3.9618, 1.3632, -0.7975], [2.1691, 3.0892, 0.9235], [2.3038, 1.3244, 1.0971], [0.8060, 1.3584, -0.3675], [-0.1536, -0.1581, -0.0640], [0.5897, -0.7329, -0.2464], [-0.9215, -0.6727, -0.3125], [2.1312, -1.3753, -1.3795], [2.3753, -1.9614, -2.0958], [1.7966, -0.5911, -1.8146]]}

***

Record 3
{"formula": "C22H66F2InNO15S2", "method": "wB97M-V/def2-TZVPD", "largest_force_ha_per_bohr": 0.0994, "homo_ev": -14.157, "gap_ha": 0.0634, "relative_energy_ev": 0.0000, "total_charge": 2, "species": ["In", "N", "S", "O", "O", "F", "S", "O", "O", "F", "C", "C", "O", "H", "H", "H", "H", "H", "H", "C", "C", "O", "H", "H", "H", "H", "H", "H", "C", "C", "O", "H", "H", "H", "H", "H", "H", "C", "C", "O", "H", "H", "H", "H", "H", "H", "C", "C", "O", "H", "H", "H", "H", "H", "H", "C", "C", "O", "H", "H", "H", "H", "H", "H", "C", "C", "O", "H", "H", "H", "H", "H", "H", "C", "C", "O", "H", "H", "H", "H", "H", "H", "C", "C", "O", "H", "H", "H", "H", "H", "H", "C", "C", "O", "H", "H", "H", "H", "H", "H", "C", "C", "O", "H", "H", "H", "H", "H", "H"], "coordinates": [[3.8984, -0.0146, -0.0827], [1.0770, -0.2597, -0.1244], [-0.0199, 0.3041, -1.0870], [-1.1564, 0.9387, -0.4767], [-0.2664, -0.4950, -2.2553], [0.7836, 1.5130, -1.7239], [0.0612, -1.3170, 0.7355], [-0.6716, -2.3114, 0.0143], [-0.6193, -0.7344, 1.8518], [1.2406, -2.1604, 1.3651], [-0.5234, -4.1457, 3.2297], [-0.2642, -4.7116, 4.5999], [-0.3417, -6.1268, 4.5281], [-0.6233, -3.0585, 3.2613], [-1.4255, -4.5531, 2.7720], [0.3024, -4.3687, 2.5533], [-0.9697, -4.3394, 5.3619], [0.7173, -4.4078, 4.9917], [0.1070, -6.4824, 5.3047], [2.0894, -0.9023, 4.8542], [3.3877, -0.3009, 4.3227], [3.5170, -0.5269, 2.9014], [1.2878, -0.1725, 4.7339], [2.1455, -1.1127, 5.9243], [1.7835, -1.8136, 4.3391], [4.2403, -0.7345, 4.8434], [3.3305, 0.7782, 4.4532], [4.0829, -1.3019, 2.8229], [-4.2912, 0.8752, -0.4751], [-3.9569, 0.0419, 0.7344], [-4.9836, 0.1432, 1.6617], [-3.5054, 0.7298, -1.2180], [-4.4452, 1.9302, -0.2516], [-5.1893, 0.4953, -0.9754], [-2.9819, 0.2831, 1.1861], [-3.9066, -1.0180, 0.3820], [-4.6864, -0.1470, 2.5555], [2.6403, -3.9783, -2.8296], [2.1398, -3.3256, -1.5673], [3.2440, -2.8232, -0.7801], [3.1797, -3.2556, -3.4395], [1.8488, -4.3867, -3.4619], [3.3162, -4.8054, -2.6052], [1.4766, -3.9244, -0.9377], [1.5274, -2.4471, -1.8085], [3.3862, -3.4745, -0.0855], [1.6055, 4.5458, -1.6150], [2.7796, 3.8741, -2.2786], [3.5391, 3.2127, -1.2700], [1.9254, 5.1666, -0.7785], [0.8479, 3.8300, -1.2942], [1.0371, 5.1981, -2.2824], [3.4314, 4.5890, -2.7898], [2.3911, 3.1781, -3.0351], [4.3569, 2.8743, -1.6478], [-1.0160, 2.6334, -4.3278], [-2.4295, 2.5942, -3.7470], [-3.3519, 2.2909, -4.7592], [-0.7182, 1.6203, -4.6049], [-0.2917, 3.0388, -3.6201], [-0.9969, 3.2616, -5.2191], [-2.6475, 3.6042, -3.3449], [-2.5606, 1.9105, -2.9128], [-3.3273, 2.9729, -5.4421], [-1.6793, -3.4201, -3.0114], [-1.5470, -4.7676, -2.3415], [-2.7378, -5.4865, -2.3873], [-1.8422, -3.5135, -4.0869], [-0.7674, -2.8325, -2.9042], [-2.4796, -2.8445, -2.5433], [-1.2282, -4.6060, -1.2859], [-0.6942, -5.3154, -2.7755], [-2.5353, -6.4282, -2.3036], [0.7845, 2.3291, 2.6896], [1.6920, 2.7528, 1.5481], [3.0026, 2.2327, 1.6496], [1.0121, 2.8863, 3.6023], [0.8634, 1.2726, 2.9456], [-0.2568, 2.5182, 2.4176], [1.7335, 3.8484, 1.4959], [1.2626, 2.4788, 0.5868], [3.4600, 2.5677, 2.4254], [-1.7909, -0.1466, 4.7111], [-2.9802, -1.0722, 4.5095], [-4.1684, -0.3110, 4.2497], [-1.6047, 0.4829, 3.8389], [-0.8865, -0.7449, 4.8435], [-1.8585, 0.5548, 5.5449], [-3.1061, -1.7370, 5.3622], [-2.7734, -1.6317, 3.5947], [-4.6891, -0.2607, 5.0586], [-1.9836, 4.2545, 0.0266], [-2.3160, 5.6454, -0.4514], [-1.1410, 6.2884, -0.9172], [-2.9106, 3.7911, 0.3724], [-1.2917, 4.2424, 0.8696], [-1.5431, 3.6482, -0.7660], [-2.7720, 6.2158, 0.3736], [-3.0743, 5.6469, -1.2487], [-1.4174, 7.0920, -1.3748], [3.3746, -0.9579, -5.1181], [2.5548, -0.3604, -4.0042], [3.3935, 0.2449, -2.9789], [2.7401, -1.5068, -5.8134], [4.1201, -1.6221, -4.6832], [3.8985, -0.1934, -5.6958], [2.0087, -1.1420, -3.4743], [1.8233, 0.4025, -4.2796], [3.7935, 1.0147, -3.3997]]}

***

Record 4
{"formula": "C22H66LiO11", "method": "wB97M-V/def2-TZVPD", "largest_force_ha_per_bohr": 0.0569, "homo_ev": -11.983, "gap_ha": 0.3827, "total_charge": 1, "species": ["Li", "C", "C", "O", "H", "H", "H", "H", "H", "H", "C", "C", "O", "H", "H", "H", "H", "H", "H", "C", "C", "O", "H", "H", "H", "H", "H", "H", "C", "C", "O", "H", "H", "H", "H", "H", "H", "C", "C", "O", "H", "H", "H", "H", "H", "H", "C", "C", "O", "H", "H", "H", "H", "H", "H", "C", "C", "O", "H", "H", "H", "H", "H", "H", "C", "C", "O", "H", "H", "H", "H", "H", "H", "C", "C", "O", "H", "H", "H", "H", "H", "H", "C", "C", "O", "H", "H", "H", "H", "H", "H", "C", "C", "O", "H", "H", "H", "H", "H", "H"], "coordinates": [[-8.5194, -2.6393, 18.6033], [-7.1574, -5.3121, 16.8579], [-6.2868, -4.2778, 17.5709], [-6.8134, -2.9485, 17.4559], [-8.1401, -5.3638, 17.3268], [-6.7054, -6.3037, 16.8808], [-7.2703, -5.0549, 15.8047], [-5.2307, -4.3453, 17.3102], [-6.1897, -4.5598, 18.6193], [-6.4798, -2.5640, 16.6420], [-3.8018, -0.8442, 17.5308], [-2.5775, -0.8587, 16.6541], [-1.5916, -0.0314, 17.1824], [-4.4497, 0.0137, 17.3511], [-3.6776, -0.8714, 18.6133], [-4.4056, -1.7009, 17.2312], [-2.8536, -0.6029, 15.6311], [-2.1597, -1.8651, 16.6286], [-0.7966, -0.0941, 16.6480], [-12.4613, -1.1894, 20.0435], [-11.4103, -0.0349, 20.2097], [-11.4113, 0.6039, 18.9508], [-12.5360, -1.7601, 20.9692], [-12.0794, -1.9062, 19.3166], [-13.4137, -0.7723, 19.7162], [-10.4619, -0.5048, 20.4699], [-11.7181, 0.6193, 21.0255], [-12.2175, 1.1234, 18.9091], [-10.9124, -6.3229, 16.6646], [-12.2699, -5.7742, 17.0753], [-12.1880, -4.3850, 17.0641], [-10.8975, -7.3904, 16.4446], [-10.1393, -6.0080, 17.3655], [-10.6219, -5.8724, 15.7155], [-12.5347, -5.9773, 18.1129], [-13.0604, -6.2410, 16.4876], [-13.0329, -4.1083, 16.7019], [-10.7519, -1.6346, 15.4806], [-9.6716, -2.6420, 15.8279], [-9.8213, -3.0928, 17.1494], [-10.6665, -0.7413, 16.0993], [-11.7517, -2.0194, 15.6817], [-10.6785, -1.2322, 14.4703], [-8.6966, -2.1618, 15.7450], [-9.6278, -3.5142, 15.1756], [-10.4980, -3.7736, 17.1382], [-8.6827, -9.0659, 20.1336], [-8.4439, -7.6855, 19.4272], [-7.7887, -6.7786, 20.3117], [-9.2624, -8.8753, 21.0368], [-7.7740, -9.6483, 20.2859], [-9.3115, -9.6464, 19.4586], [-9.4091, -7.3325, 19.0640], [-7.7826, -7.8484, 18.5763], [-6.9074, -7.1481, 20.4036], [-6.8595, 0.7459, 22.6260], [-8.3584, 0.8393, 22.8691], [-8.8405, -0.4376, 22.6504], [-6.3612, 0.0674, 23.3184], [-6.3826, 1.7067, 22.8203], [-6.6384, 0.4028, 21.6153], [-8.8861, 1.5733, 22.2602], [-8.5723, 1.1047, 23.9045], [-9.7165, -0.5104, 23.0365], [-5.9845, -3.7589, 13.1853], [-5.2113, -3.0973, 14.2615], [-6.0595, -2.2725, 14.9771], [-5.3170, -4.3131, 12.5254], [-6.6577, -3.1101, 12.6250], [-6.5743, -4.5690, 13.6142], [-4.3643, -2.5320, 13.8729], [-4.8464, -3.8536, 14.9564], [-6.0252, -1.3967, 14.5855], [-10.0723, -3.7862, 21.7692], [-10.3044, -4.5149, 20.4729], [-9.1530, -4.4820, 19.6899], [-10.9076, -3.8764, 22.4637], [-10.1153, -2.7134, 21.5810], [-9.1257, -3.9912, 22.2692], [-11.1604, -4.0749, 19.9614], [-10.5695, -5.5620, 20.6192], [-8.6462, -5.2504, 19.9626], [-5.2282, -2.2571, 20.5697], [-6.5386, -2.7657, 21.1826], [-7.6462, -2.1051, 20.6456], [-5.1845, -2.3815, 19.4877], [-4.4775, -2.9102, 21.0145], [-5.0570, -1.2023, 20.7849], [-6.5312, -2.6477, 22.2662], [-6.6723, -3.8356, 21.0230], [-7.9041, -1.4493, 21.2975], [-8.0876, 1.1895, 17.1975], [-7.8961, 0.3707, 18.4809], [-8.9216, -0.5987, 18.4902], [-9.0654, 1.6711, 17.2011], [-7.9789, 0.5252, 16.3401], [-7.4301, 2.0548, 17.1130], [-7.9714, 0.9873, 19.3765], [-6.9107, -0.0953, 18.4885], [-9.7302, -0.0857, 18.5567]]}

***

| no. | electronic energy (eV) |
| --- | --- |
| 1 | -51577.27516 |
| 2 | -47693.71921 |
| 3 | -88341.02487 |
| 4 | -46607.08049 |